## 1
19
Properties=species:S:1:pos:R:3:lowdin_charge:R:1 method="wB97M-V/def2-TZVPD" gap_ev=10.79 lumo_energy_ha=0.0317
C -1.7300 1.5595 1.5531 -0.005
C -0.9749 0.7159 0.9453 -0.245
C 0.1896 0.0418 1.5387 -0.246
C 1.4442 0.1494 0.7555 -0.142
C 1.0815 -0.3468 -0.6799 -0.527
N 1.1024 0.6304 -1.7312 0.141
O 0.9727 -1.5441 -0.7913 0.045
H -2.6006 2.1740 1.0372 0.110
H -1.5563 1.8558 2.4910 0.006
H -1.1310 0.6539 -0.1857 0.110
H 0.4759 0.4312 2.6377 0.162
H -0.2122 -0.9726 1.7382 0.126
H 1.8079 1.1763 0.8029 0.104
H 2.4003 -0.4263 1.1499 0.162
H 0.8819 1.5567 -1.4346 0.073
H 0.6617 0.3305 -2.6769 0.150
O -1.6945 -1.0823 -1.2258 -0.015
H -1.7961 -1.3505 -0.3949 -0.041
H -0.9362 -1.5499 -1.5864 0.032


## 2
19
Properties=species:S:1:pos:R:3:lowdin_charge:R:1 method="wB97M-V/def2-TZVPD" gap_ev=10.22 lumo_energy_ha=0.0312
C -1.1470 -2.1838 -0.1493 0.032
C -0.2013 -1.3318 -0.4973 -0.117
C 0.0100 0.0539 0.0609 -0.541
C -1.1487 0.5285 0.9350 -0.039
C 1.3221 0.0775 0.8643 -0.026
N 0.0468 0.9615 -1.1051 -0.192
O 0.2905 2.2874 -0.6523 -0.024
O 1.0471 0.6416 -2.0140 -0.016
H -1.9032 -1.9591 0.5823 0.052
H -1.1975 -3.1644 -0.5913 0.055
H 0.5292 -1.6224 -1.2373 0.104
H -0.9619 1.5450 1.2728 0.080
H -1.2446 -0.1152 1.8052 0.084
H -2.0743 0.5109 0.3649 0.092
H 2.1404 -0.3715 0.3016 0.077
H 1.1957 -0.4917 1.7809 0.090
H 1.5780 1.1062 1.1182 0.084
H -0.1992 2.8593 -1.2589 0.110
H 1.9181 0.6679 -1.5806 0.096


1 is favored, and the nearest alternative lies 1.699 eV above it.